[1]
C4H6N2O | the ωB97M-V functional and the def2-TZVPD basis

Electronic energy in Ha: -340.650307
Frontier orbital gap in eV: 8.06
Total charge: 0
Relative energy (zero: lowest compared OMol25 entry of this formula, charge and spin) in eV: 3.935
Maximum force in eV/Å: 0.4

Positions of all 13 atoms, in Å:
N1 0.6122 0.4548 -1.9976
C1 0.1367 0.1264 -0.7244
C2 -1.2847 0.3607 -0.4676
N2 -1.7211 0.3637 0.7330
C3 0.3317 -1.0244 1.4725
O1 1.1343 -0.6584 2.4707
C4 0.8736 -0.4730 0.2402
H1 0.1939 1.2817 -2.4032
H2 1.6204 0.5012 -2.0575
H3 -1.9255 0.4854 -1.3511
H4 -2.7429 0.3861 0.7414
H5 0.8387 -1.1245 3.2644
H6 1.9329 -0.6798 0.0793

[2]
C42H47B2CoN12O3S | the ωB97M-V functional and the def2-TZVPD basis

2S+1: 2
Electronic energy in Ha: -4342.360451
Frontier orbital gap (spin up / spin down) in eV: 7.00 / 6.81
Total charge: -1
Relative energy (zero: lowest compared OMol25 entry of this formula, charge and spin) in eV: 0.800
Maximum force in eV/Å: 1.2
⟨S²⟩: 0.780

Positions of all 108 atoms, in Å:
Co1 -0.4504 0.6946 0.8143
C1 -3.6440 2.0612 3.2361
C2 -4.0740 1.0777 2.1394
C3 -4.0750 1.7521 0.7721
C4 -3.3098 -0.2313 2.1902
C5 -3.8715 -1.3570 2.8095
C6 -2.9390 -2.3457 2.6421
N1 -1.8951 -1.8549 1.9561
N2 -2.0945 -0.5254 1.6959
B1 -0.6798 -2.8304 1.6929
N3 -0.4611 -3.1476 0.2148
C7 -0.7328 -4.3715 -0.3135
C8 -0.4670 -4.3134 -1.6572
C9 -0.0279 -2.9778 -1.8645
N4 -0.0190 -2.3003 -0.7342
C10 0.3028 -2.3765 -3.1987
C11 0.6745 -0.8992 -3.1301
C12 1.4035 -3.1769 -3.9062
N5 0.6024 -2.4013 2.4525
C13 1.0646 -3.0115 3.5656
C14 2.2726 -2.4330 3.8932
C15 2.4680 -1.4489 2.8937
N6 1.4529 -1.4413 2.0412
C16 3.6805 -0.5798 2.6739
C17 3.3063 0.8609 2.3275
C18 4.6198 -0.6023 3.8770
H1 -4.4072 2.8343 3.3671
H2 -3.4984 1.5542 4.1935
H3 -2.7136 2.5561 2.9651
H4 -5.1028 0.7896 2.3639
H5 -3.0769 2.0882 0.5129
H6 -4.4012 1.0640 -0.0085
H7 -4.7460 2.6189 0.7834
H8 -4.8318 -1.4254 3.2979
H9 -2.9581 -3.3804 2.9435
H10 -1.0336 -3.8729 2.1838
H11 -1.1038 -5.1770 0.3014
H12 -0.5818 -5.1020 -2.3861
H13 -0.6079 -2.4651 -3.8014
H14 1.6707 -0.7741 -2.6981
H15 0.6834 -0.4755 -4.1387
H16 -0.0345 -0.3408 -2.5110
H17 2.3347 -3.1023 -3.3369
H18 1.1468 -4.2342 -4.0018
H19 1.5818 -2.7770 -4.9095
H20 0.5113 -3.8105 4.0370
H21 2.9099 -2.6871 4.7260
H22 4.2207 -1.0026 1.8217
H23 2.9444 1.3829 3.2204
H24 4.1703 1.4041 1.9378
H25 2.5130 0.8872 1.5822
H26 4.0976 -0.2552 4.7737
H27 5.0141 -1.6018 4.0736
H28 5.4680 0.0635 3.6985
N7 -1.5613 3.4197 -1.5030
C19 -1.0219 3.9500 -0.3981
N8 -0.7407 5.2607 -0.3830
C20 -0.2947 5.6993 0.7839
N9 0.0233 7.0250 0.8679
N10 -0.1000 4.9616 1.8870
C21 -0.3610 3.6770 1.7219
N11 -0.8398 3.1193 0.6446
C22 -0.1023 2.7746 2.8941
C23 0.2334 3.3222 4.1151
C24 0.3167 2.5007 5.2290
C25 0.0559 1.1592 5.0698
C26 -0.2174 0.6821 3.7968
N12 -0.2717 1.4650 2.7161
H29 -1.4612 3.9530 -2.3477
H30 -1.6078 2.3986 -1.5513
H31 -0.3626 7.6075 0.1457
H32 0.0760 7.4051 1.7966
H33 0.4048 4.3884 4.1582
H34 0.5702 2.9041 6.2015
H35 0.0801 0.4724 5.9045
H36 -0.4125 -0.3685 3.6387
O1 1.7594 2.6308 -0.1312
B2 1.2707 1.2915 0.0628
O2 2.3725 0.4270 -0.2065
C27 3.4505 1.2051 -0.4925
C28 4.7404 0.8181 -0.7767
C29 5.6738 1.8343 -1.0134
C30 5.3070 3.1738 -0.9601
C31 3.9902 3.5520 -0.6730
C32 3.0850 2.5429 -0.4466
H37 5.0089 -0.2307 -0.8085
H38 6.7000 1.5719 -1.2415
H39 6.0523 3.9393 -1.1403
H40 3.6908 4.5931 -0.6320
C33 -0.5670 -3.2233 -6.6920
C34 -1.7925 -3.9065 -7.2429
O3 -1.7689 -4.6341 -8.2023
S1 -3.3862 -3.6062 -6.4755
C35 -3.0350 -2.5573 -5.0906
C36 -2.8408 -3.1155 -3.8275
C37 -2.5158 -2.3070 -2.7507
C38 -2.3698 -0.9186 -2.9100
C39 -2.6295 -0.3682 -4.1723
C40 -2.9584 -1.1770 -5.2487
C41 -1.8887 -0.1442 -1.8095
C42 -1.2730 0.3478 -0.8763
H41 0.3148 -3.7004 -7.1149
H42 -0.5348 -3.2593 -5.6048
H43 -0.5832 -2.1718 -6.9851
H44 -2.9228 -4.1891 -3.7012
H45 -2.3313 -2.7371 -1.7728
H46 -2.5575 0.7047 -4.3011
H47 -3.1428 -0.7425 -6.2253

[3]
C44H51NP2SiW | the ωB97M-V functional and the def2-TZVPD basis

2S+1: 3
Electronic energy in Ha: -2800.537062
Frontier orbital gap (spin up / spin down) in eV: 6.04 / 6.31
Total charge: +2
Relative energy (zero: lowest compared OMol25 entry of this formula, charge and spin) in eV: 0.000
Maximum force in eV/Å: 7.9
⟨S²⟩: 2.027

Positions of all 100 atoms, in Å:
W1 -0.5894 0.4057 -1.0769
C1 -2.1747 0.8318 -5.2999
C2 -2.1943 -0.5127 -5.1856
C3 -1.6436 -1.4976 -6.1489
C4 -0.3523 -1.0212 -6.8501
C5 0.5955 -0.4009 -5.8644
C6 0.7251 0.8990 -5.5545
C7 -0.0662 2.0096 -6.1689
C8 -1.5563 1.6563 -6.3908
C9 0.0369 -1.2411 0.1474
H1 -2.9093 1.3871 -4.7001
H2 -2.9969 -0.9747 -4.5926
H3 -2.4242 -1.7456 -6.8912
H4 -1.4385 -2.4446 -5.6297
H5 0.1250 -1.9135 -7.2815
H6 -0.5956 -0.3814 -7.7090
H7 1.3890 -1.1074 -5.6096
H8 1.6511 1.2392 -5.0913
H9 0.3659 2.3105 -7.1402
H10 0.0151 2.9152 -5.5471
H11 -2.1159 2.5966 -6.4574
H12 -1.6841 1.1901 -7.3748
H13 0.8496 -0.8870 0.8038
H14 0.3739 -2.1419 -0.3730
H15 -0.8320 -1.4884 0.7770
P1 -1.2205 -1.5207 -2.3268
P2 1.7604 0.2101 -1.8191
C10 0.2235 -1.6228 -3.3937
C11 1.3578 -0.8393 -3.2557
C12 -2.3154 -2.9638 -2.0822
C13 -3.1678 -3.4564 -3.0955
C14 -4.1230 -4.4381 -2.8081
C15 -4.2270 -4.9491 -1.5075
C16 -3.3563 -4.5107 -0.5068
C17 -2.3873 -3.5532 -0.7936
C18 -2.2214 -0.0241 -2.6909
C19 -1.3941 1.2260 -2.8884
C20 -2.0734 2.4978 -2.6697
C21 -3.4424 2.4993 -2.4760
C22 -4.1897 1.3152 -2.4026
C23 -3.6145 0.0593 -2.4733
C24 3.2545 -0.7289 -1.2853
C25 3.2337 -2.1409 -1.2673
C26 4.4222 -2.8602 -1.1393
C27 5.6420 -2.1838 -1.0193
C28 5.6597 -0.7872 -0.9436
C29 4.4716 -0.0607 -1.0559
C30 2.3998 1.9298 -2.0800
C31 2.3458 2.9272 -1.0861
C32 2.6536 4.2514 -1.4189
C33 2.9805 4.5819 -2.7394
C34 3.0840 3.5727 -3.7083
C35 2.9137 2.2385 -3.3427
H16 0.2501 -2.4921 -4.0586
H17 2.2792 -1.0962 -3.8263
H18 -3.0666 -3.0759 -4.1134
H19 -4.7811 -4.7980 -3.6002
H20 -4.9812 -5.6972 -1.2783
H21 -3.4232 -4.9234 0.5037
H22 -1.6695 -3.2610 -0.0271
H23 -0.6179 1.1479 -3.6565
H24 -1.4557 3.4026 -2.6107
H25 -3.9654 3.4513 -2.3762
H26 -5.2681 1.3804 -2.2688
H27 -4.1780 -0.8672 -2.3614
H28 2.2947 -2.6805 -1.3928
H29 4.3967 -3.9489 -1.1364
H30 6.5755 -2.7490 -0.9722
H31 6.6010 -0.2557 -0.7966
H32 4.4936 1.0277 -0.9962
H33 2.0822 2.6772 -0.0568
H34 2.6253 5.0329 -0.6578
H35 3.1534 5.6236 -3.0222
H36 3.2962 3.8174 -4.7504
H37 3.1869 1.4246 -4.0184
C36 0.7462 1.6604 2.2531
Si1 -1.0199 1.1019 2.3676
C37 -1.2277 -0.5579 3.2072
C38 -1.9309 2.3099 3.4145
N1 -1.6279 0.9335 0.6268
C39 -3.0366 1.1716 0.7575
C40 -3.9369 0.0917 0.9098
C41 -5.2995 0.3607 1.0465
C42 -5.7567 1.6847 1.0318
C43 -4.8552 2.7566 0.9290
C44 -3.4938 2.5037 0.8001
H38 1.0192 1.9826 3.2734
H39 0.8644 2.5253 1.5892
H40 1.4510 0.8767 1.9485
H41 -0.9945 -0.3691 4.2670
H42 -2.2592 -0.9283 3.1556
H43 -0.5528 -1.3399 2.8380
H44 -1.8857 3.3302 3.0297
H45 -2.9818 2.0438 3.5618
H46 -1.4417 2.2900 4.3909
H47 -3.5299 -0.9257 0.9159
H48 -5.9953 -0.4711 1.1679
H49 -6.8278 1.8952 1.1290
H50 -5.2091 3.7859 0.9572
H51 -2.7441 3.2969 0.7366

[4]
C23H26F3NO5 | the ωB97M-V functional and the def2-TZVPD basis

Electronic energy in Ha: -1622.630102
Frontier orbital gap in eV: 8.27
Total charge: 0
Relative energy (zero: lowest compared OMol25 entry of this formula, charge and spin) in eV: 0.027
Maximum force in eV/Å: 0.9
SMILES: CCOC(=O)C1=CN(C[C@@H]2CCCO2)C=C(C(=O)OCC)C1c1ccccc1C(F)(F)F

Positions of all 58 atoms, in Å:
C1 2.8138 0.4310 4.0605
C2 1.6667 1.3994 3.8074
O1 0.9995 1.0712 2.5933
C3 1.4481 1.6588 1.4680
O2 2.2754 2.5425 1.4548
C4 0.7951 1.1172 0.2731
C5 1.1709 1.6131 -0.9212
N1 0.6542 1.1969 -2.1089
C6 0.9860 1.8584 -3.3429
C7 -0.1085 2.8604 -3.7788
C8 -0.4976 3.8668 -2.6825
C9 -1.8047 3.2957 -2.1327
C10 -2.3862 2.6154 -3.3701
O3 -1.2820 2.1399 -4.1173
C11 -0.2763 0.2022 -2.0930
C12 -0.7329 -0.3769 -0.9651
C13 -1.7358 -1.4342 -1.1151
O4 -2.0872 -1.8998 -2.1761
O5 -2.2531 -1.8196 0.0678
C14 -3.1584 -2.9183 0.0488
C15 -2.4075 -4.2415 0.1064
C16 -0.2648 0.0452 0.4179
C17 0.1973 -1.1278 1.2674
C18 -0.6226 -1.5008 2.3311
C19 -0.3142 -2.5519 3.1691
C20 0.8521 -3.2702 2.9690
C21 1.6913 -2.9152 1.9335
C22 1.3735 -1.8591 1.0794
C23 2.4121 -1.5352 0.0391
F1 3.1854 -0.4882 0.3995
F2 3.2724 -2.5517 -0.1585
F3 1.9394 -1.2461 -1.1817
H1 2.4396 -0.5899 4.0969
H2 3.5424 0.5084 3.2569
H3 3.2976 0.6703 5.0030
H4 0.9075 1.3245 4.5895
H5 2.0397 2.4268 3.7424
H6 1.9402 2.3715 -0.9530
H7 1.0867 1.1106 -4.1334
H8 1.9342 2.3857 -3.2256
H9 0.2619 3.3728 -4.6783
H10 -0.6730 4.8471 -3.1260
H11 0.2712 3.9633 -1.9196
H12 -1.6082 2.5618 -1.3512
H13 -2.4658 4.0628 -1.7370
H14 -2.9543 3.3352 -3.9766
H15 -3.0254 1.7613 -3.1397
H16 -0.6581 -0.1181 -3.0507
H17 -3.7906 -2.7861 0.9296
H18 -3.7662 -2.8658 -0.8606
H19 -3.1150 -5.0640 0.1588
H20 -1.7974 -4.3568 -0.7861
H21 -1.7601 -4.2667 0.9804
H22 -1.1220 0.4734 0.9596
H23 -1.5298 -0.9423 2.4999
H24 -0.9787 -2.8079 3.9808
H25 1.1133 -4.0933 3.6161
H26 2.6087 -3.4625 1.7815